A 7-piece molecular cluster, C28H56O7 overall at a distorted geometry, computed with ωB97M-V with the def2-TZVPD basis set.

CARTESIAN COORDINATES (ANGSTROEM)
C: -21.4943 -4.4574 -13.2465
C: -20.4856 -4.8005 -12.0489
C: -21.1666 -6.0719 -11.4009
O: -21.9694 -6.6323 -12.4206
C: -22.5659 -5.5958 -13.1420
H: -20.9511 -4.3163 -14.1809
H: -22.1291 -3.5827 -13.1052
H: -20.3973 -3.9736 -11.3443
H: -19.4773 -4.8824 -12.4548
H: -21.7674 -5.8696 -10.5142
H: -20.4337 -6.7978 -11.0489
H: -23.4101 -5.4179 -12.4760
H: -22.8767 -6.0117 -14.1004
C: -22.4189 -9.4848 -14.7365
C: -21.7325 -9.2451 -16.0638
C: -20.3091 -8.6927 -15.6455
O: -20.1343 -9.4924 -14.4641
C: -21.3048 -9.8131 -13.7636
H: -23.1435 -10.2990 -14.7206
H: -22.9621 -8.6166 -14.3633
H: -22.2580 -8.6098 -16.7768
H: -21.4355 -10.1715 -16.5553
H: -20.3203 -7.7280 -15.1382
H: -19.4983 -8.7628 -16.3705
H: -21.4081 -9.1641 -12.8940
H: -21.3967 -10.8502 -13.4409
C: -15.2572 -9.6549 -15.4925
C: -15.0979 -8.1933 -16.0760
C: -15.4100 -8.5232 -17.5273
O: -16.5542 -9.3484 -17.4013
C: -16.4431 -10.2625 -16.2789
H: -15.4939 -9.5958 -14.4302
H: -14.3133 -10.2000 -15.5004
H: -14.0717 -7.8266 -16.0982
H: -15.9219 -7.5822 -15.7077
H: -14.6342 -9.1608 -17.9514
H: -15.6153 -7.5779 -18.0296
H: -16.1955 -11.2658 -16.6255
H: -17.2599 -10.3186 -15.5594
C: -14.7102 -2.5427 -10.5890
C: -15.4813 -2.7294 -11.8853
C: -15.5866 -4.2310 -12.1023
O: -14.3373 -4.6676 -11.6161
C: -14.0138 -3.9211 -10.4814
H: -15.4460 -2.3303 -9.8134
H: -14.0217 -1.7148 -10.7582
H: -14.8323 -2.4161 -12.7031
H: -16.4659 -2.2685 -11.9652
H: -15.7827 -4.4080 -13.1598
H: -16.3596 -4.7217 -11.5109
H: -12.9331 -3.9839 -10.6092
H: -14.3118 -4.3322 -9.5169
C: -17.0971 -7.9466 -11.5336
C: -17.0184 -8.0839 -10.0578
C: -18.4715 -8.2912 -9.6939
O: -19.0802 -8.8837 -10.8332
C: -18.3677 -8.6399 -11.9859
H: -16.2471 -8.3338 -12.0954
H: -17.2303 -6.9152 -11.8599
H: -16.7018 -7.2141 -9.4821
H: -16.5995 -8.9971 -9.6351
H: -18.8767 -7.2914 -9.5379
H: -18.4336 -8.9040 -8.7932
H: -18.9500 -8.1014 -12.7336
H: -18.1585 -9.5551 -12.5398
C: -22.1414 -9.6690 -6.6972
C: -21.7952 -10.7971 -7.7356
C: -22.3682 -10.2088 -9.0713
O: -23.0918 -9.0049 -8.7490
C: -22.5863 -8.4763 -7.5192
H: -21.3688 -9.4408 -5.9629
H: -23.0030 -10.0189 -6.1286
H: -22.1236 -11.8336 -7.6592
H: -20.7123 -10.6743 -7.7528
H: -23.0868 -10.8835 -9.5365
H: -21.4801 -9.9876 -9.6633
H: -23.4637 -7.9752 -7.1104
H: -21.7582 -7.8119 -7.7660
C: -18.6533 -12.8577 -10.7972
C: -19.2537 -12.8391 -12.2030
C: -20.5945 -13.4845 -11.9534
O: -20.9013 -13.0818 -10.5820
C: -19.8564 -12.3915 -9.9628
H: -17.8426 -12.1314 -10.7383
H: -18.3250 -13.8698 -10.5609
H: -18.6143 -13.3623 -12.9140
H: -19.3591 -11.8220 -12.5806
H: -20.4876 -14.5531 -12.1403
H: -21.4051 -13.0783 -12.5584
H: -19.7290 -12.5134 -8.8872
H: -20.0405 -11.3417 -10.1913

Calculated values
- strongest force on any atom (hartree/bohr) = 0.0645
- relative energy (zero: lowest compared OMol25 entry of this formula, charge and spin) (kJ/mol) = 301.0
- M (g/mol) = 504.749
- HOMO-LUMO gap (eV) = 9.7
- charge = 0

=====

C42H31AsClHfNO2P as an isolated structure, computed with ωB97M-V with the def2-TZVPD basis set.

CARTESIAN COORDINATES (ANGSTROEM)
Hf: 1.0180 0.0219 -0.7550
O: 0.6595 -1.4353 0.7680
C: 0.0660 -0.4825 1.3858
O: -0.5799 0.3209 0.6171
C: 0.4727 -0.0910 2.7456
C: 0.1375 -0.7864 3.8923
C: 0.6794 -0.3812 5.1045
C: 1.5771 0.6743 5.1456
C: 1.9313 1.3515 3.9836
C: 1.3743 0.9910 2.7635
P: 1.7591 1.8814 1.2035
C: 0.6574 3.3140 1.1739
C: -0.5920 3.2669 1.7877
C: -1.4345 4.3683 1.7208
C: -1.0312 5.5138 1.0500
C: 0.2212 5.5667 0.4479
C: 1.0653 4.4697 0.5028
C: 3.4317 2.5475 1.1943
C: 3.8289 3.4944 2.1431
C: 5.1086 4.0222 2.0962
C: 5.9886 3.6359 1.0921
C: 5.5849 2.7365 0.1165
C: 4.3074 2.1977 0.1659
H: -0.5415 -1.6277 3.8464
H: 0.4124 -0.9020 6.0138
H: 2.0147 0.9740 6.0882
H: 2.6521 2.1531 4.0443
H: -0.9069 2.3868 2.3324
H: -2.3978 4.3371 2.2117
H: -1.6840 6.3758 1.0143
H: 0.5484 6.4746 -0.0424
H: 2.0493 4.5271 0.0541
H: 3.1335 3.8459 2.8945
H: 5.4165 4.7485 2.8361
H: 6.9857 4.0544 1.0600
H: 6.2620 2.4609 -0.6814
H: 3.9827 1.5227 -0.6200
C: -0.6389 5.1467 -5.8044
C: -0.8107 3.7770 -5.9849
C: -0.5251 2.8983 -4.9533
C: -0.0683 3.4230 -3.7504
C: 0.1026 4.7868 -3.5464
C: -0.1842 5.6511 -4.5938
As: 0.3791 2.2793 -2.2725
C: 1.7551 1.0555 -3.0067
C: 3.0899 1.3906 -3.2498
C: 3.8891 0.5155 -3.9680
C: 3.3667 -0.6906 -4.4401
C: 2.0566 -1.0526 -4.1766
C: 1.2410 -0.1835 -3.4529
C: -0.1654 -0.4168 -3.0522
C: -0.8810 -1.6112 -3.1838
C: -2.2034 -1.6572 -2.7677
C: -2.8185 -0.5428 -2.1932
C: -2.1055 0.6273 -1.9997
C: -0.7778 0.7023 -2.4327
H: -0.8675 5.8248 -6.6154
H: -1.1719 3.3941 -6.9297
H: -0.6603 1.8326 -5.0907
H: 0.4405 5.1699 -2.5916
H: -0.0592 6.7169 -4.4596
H: 3.4837 2.3457 -2.9218
H: 4.9146 0.7793 -4.1912
H: 3.9945 -1.3483 -5.0272
H: 1.6682 -1.9885 -4.5597
H: -0.4288 -2.4818 -3.6430
H: -2.7693 -2.5709 -2.8946
H: -3.8543 -0.6011 -1.8867
H: -2.5740 1.4800 -1.5233
Cl: 6.2484 -1.9116 0.8969
C: 4.8495 -2.2227 -0.0295
C: 4.6623 -3.4371 -0.6779
C: 3.4920 -3.6327 -1.3961
C: 2.5665 -2.6154 -1.4639
N: 2.7563 -1.4273 -0.8575
C: 3.8731 -1.2501 -0.1293
H: 5.4114 -4.2149 -0.6026
H: 3.2984 -4.5734 -1.8921
H: 1.6351 -2.7526 -2.0000
H: 3.9959 -0.3172 0.4039

Calculated values
- strongest force on any atom (hartree/bohr) = 0.0062
- relative energy (zero: lowest compared OMol25 entry of this formula, charge and spin) (kJ/mol) = 0.0
- M (g/mol) = 901.554
- HOMO-LUMO gap (eV) = 6.9
- charge = +3

=====

C11H23ClEuNO6P2 as an isolated structure at a distorted geometry, computed with ωB97M-V with the def2-TZVPD basis set.

CARTESIAN COORDINATES (ANGSTROEM)
Eu: 0.1800 1.2243 1.0384
P: 2.4623 -0.7447 1.0024
C: 2.4250 -0.7768 -0.8289
C: 1.1003 -1.2456 -1.4297
N: -0.0525 -0.7109 -0.9579
C: -1.2176 -1.1384 -1.4993
C: -1.2611 -2.0858 -2.5241
C: -0.0778 -2.6155 -3.0258
C: 1.1214 -2.1828 -2.4682
C: -2.5456 -0.6122 -0.9750
P: -2.4714 1.0609 -0.2188
H: 2.0887 -2.5583 -2.8016
H: -2.2336 -2.3809 -2.9113
H: -0.0850 -3.3445 -3.8307
H: -3.2797 -0.5932 -1.7978
H: -2.9348 -1.2979 -0.1990
H: 2.5971 0.3112 -1.1372
H: 3.2449 -1.4347 -1.1731
H: 1.2474 3.0361 -0.6842
O: 1.8308 2.2177 -0.6803
H: 2.0194 2.0209 -1.6093
H: 0.0226 4.0957 1.1026
O: -0.1326 3.6155 0.2577
H: -0.9976 3.9410 -0.0569
C: -2.9231 2.0859 -1.6725
H: -3.8948 1.7682 -2.0823
H: -2.9859 3.1432 -1.3670
H: -2.1465 1.9860 -2.4472
C: -4.0386 1.0572 0.7129
H: -4.0358 1.9305 1.3790
H: -4.9146 1.1090 0.0533
H: -4.0957 0.1575 1.3393
C: 2.1480 -2.4708 1.4690
H: 3.0894 -3.0355 1.4446
H: 1.7378 -2.4619 2.4903
H: 1.4131 -2.9298 0.7960
C: 4.2384 -0.5606 1.3642
H: 4.3119 -0.2126 2.4065
H: 4.7617 -1.5216 1.2590
H: 4.6881 0.2003 0.7097
O: 0.5064 -0.9326 4.1376
Cl: -0.0858 0.3668 3.9612
O: -0.5850 0.9331 5.1788
O: 0.9344 1.2967 3.3523
O: -1.1740 0.2899 2.9232

Calculated values
- strongest force on any atom (hartree/bohr) = 0.0373
- relative energy (zero: lowest compared OMol25 entry of this formula, charge and spin) (kJ/mol) = 11.3
- M (g/mol) = 514.671
- HOMO-LUMO gap (spin up / spin down) (eV) = 7.4 / 8.6
- spin multiplicity = 8
- charge = +1

=====

C27H35BF4HgN4P2 as an isolated structure at a distorted geometry, computed with ωB97M-V with the def2-TZVPD basis set.

CARTESIAN COORDINATES (ANGSTROEM)
Hg: -1.5482 -1.1371 0.6262
C: -5.0959 -5.2360 -2.8039
C: -4.4875 -4.5218 -3.7633
C: -5.1957 -3.5417 -4.6408
C: -6.2302 -2.6521 -3.9117
C: -5.8644 -2.1631 -2.5419
C: -6.2028 -2.8288 -1.4352
C: -7.0263 -4.0831 -1.5210
C: -6.5606 -5.1450 -2.5360
C: -0.6293 0.2791 2.0681
H: -4.5761 -6.0463 -2.2946
H: -3.4582 -4.7227 -4.0498
H: -5.7519 -4.0526 -5.4511
H: -4.4303 -2.9068 -5.1230
H: -6.4078 -1.7782 -4.5599
H: -7.1899 -3.1965 -3.8921
H: -5.4977 -1.1333 -2.5258
H: -6.0195 -2.4478 -0.4317
H: -8.0789 -3.8895 -1.8041
H: -7.0510 -4.5326 -0.5197
H: -6.8568 -6.1222 -2.1314
H: -7.1293 -5.0403 -3.4740
H: 0.3863 -0.1112 2.1644
H: -1.0062 0.3573 3.0734
H: -0.5960 1.2667 1.5996
P: -2.8110 0.5867 -0.8894
P: -0.5271 -1.1860 -2.1257
N: -4.2280 0.5903 0.1731
N: -2.6118 2.2818 -1.2218
N: -1.0480 -2.8389 -1.7162
N: 0.8238 -1.6781 -3.1207
C: -3.1666 -0.1684 -2.4994
C: -1.8796 -0.6290 -3.2455
C: -4.2247 -0.0176 1.4405
C: -5.4346 0.1623 2.0470
C: -6.2554 0.9286 1.1579
C: -5.4880 1.1875 0.0166
C: -2.1532 3.1984 -0.2513
C: -2.0984 4.4637 -0.8162
C: -2.4943 4.3433 -2.1883
C: -2.7808 3.0039 -2.4169
C: -0.8455 -3.3557 -0.4121
C: -1.5224 -4.5751 -0.3166
C: -2.1349 -4.8225 -1.5675
C: -1.8824 -3.7107 -2.3770
C: 0.9561 -2.5382 -4.2205
C: 2.2862 -2.5153 -4.6535
C: 2.9961 -1.6246 -3.7727
C: 2.0996 -1.1594 -2.8409
H: -3.7488 0.4973 -3.1541
H: -3.7818 -1.0607 -2.3250
H: -2.0835 -1.4221 -3.9815
H: -1.4483 0.2242 -3.7968
H: -3.3390 -0.5037 1.8391
H: -5.6634 -0.2123 3.0443
H: -7.2698 1.2277 1.3757
H: -5.7279 1.7575 -0.8716
H: -1.9135 2.8339 0.7335
H: -1.8019 5.3759 -0.3095
H: -2.5430 5.1628 -2.9000
H: -3.1003 2.5042 -3.3173
H: -0.0764 -2.9440 0.2384
H: -1.5872 -5.1741 0.5786
H: -2.6820 -5.7114 -1.8366
H: -2.2619 -3.4493 -3.3581
H: 0.1203 -3.1043 -4.5898
H: 2.7162 -3.0485 -5.4763
H: 4.0359 -1.3721 -3.8245
H: 2.2266 -0.5427 -1.9629
F: 1.7651 0.0598 0.1405
B: 3.0275 0.6035 0.6386
F: 3.5399 -0.2799 1.6282
F: 3.9133 0.7210 -0.4911
F: 2.7709 1.8569 1.2117

Calculated values
- strongest force on any atom (hartree/bohr) = 0.0461
- relative energy (zero: lowest compared OMol25 entry of this formula, charge and spin) (kJ/mol) = 76.0
- M (g/mol) = 764.947
- HOMO-LUMO gap (eV) = 6.7
- charge = 0

=====

C31H35BrN2OPPd as an isolated structure, computed with ωB97M-V with the def2-TZVPD basis set.

CARTESIAN COORDINATES (ANGSTROEM)
Pd: 0.7657 -0.3643 -1.9277
C: -5.3800 3.7586 -0.1223
C: -4.3371 3.7069 1.0271
C: -5.0498 3.5239 2.3646
C: -3.5466 5.0636 1.0442
C: -3.3161 2.6837 0.7375
C: -2.6466 2.7312 -0.5612
C: -1.7078 1.8349 -0.8559
Br: -0.7972 1.8802 -2.4887
C: -1.2828 0.7917 0.1252
O: -0.3385 0.0611 -0.1133
C: -2.0483 0.7006 1.4371
C: -2.9681 1.6792 1.6688
C: -1.8628 -0.4082 2.4450
C: -3.2326 -1.1259 2.5726
C: -0.8059 -1.4610 2.1176
C: -1.5015 0.2405 3.8036
H: -6.0953 4.5395 0.1329
H: -5.9192 2.8153 -0.2049
H: -4.9521 4.0142 -1.0902
H: -5.7723 4.3288 2.4869
H: -4.3640 3.5793 3.2114
H: -5.6033 2.5843 2.4068
H: -4.2871 5.8349 1.2576
H: -3.0802 5.3004 0.0892
H: -2.7945 5.0778 1.8322
H: -2.9227 3.5026 -1.2654
H: -3.5136 1.6657 2.5994
H: -3.5350 -1.5830 1.6295
H: -4.0232 -0.4562 2.9072
H: -3.1299 -1.9170 3.3148
H: -1.0183 -1.9960 1.1914
H: -0.8198 -2.1908 2.9263
H: 0.1973 -1.0441 2.0667
H: -2.2756 0.9135 4.1684
H: -0.5591 0.7867 3.7465
H: -1.3887 -0.5565 4.5378
N: 2.5670 -2.6539 -2.5227
P: 2.4018 -1.6854 -1.1581
C: 3.8384 -0.6758 -0.8797
C: 4.9722 -1.2713 -0.3085
C: 6.1366 -0.5359 -0.1783
C: 6.1765 0.7863 -0.6053
C: 5.0558 1.3799 -1.1722
C: 3.8878 0.6514 -1.3158
C: 2.0756 -2.7535 0.2035
C: 2.5222 -2.3986 1.4839
C: 2.2949 -3.2588 2.5431
C: 1.6207 -4.4571 2.3331
C: 1.1553 -4.7998 1.0676
C: 1.3749 -3.9498 -0.0010
C: 2.3231 -2.0460 -3.7394
C: 2.8118 -2.5275 -4.9472
C: 2.5016 -1.8429 -6.1019
C: 1.7230 -0.6857 -6.0368
C: 1.2796 -0.2647 -4.8127
N: 1.5623 -0.9387 -3.6735
H: 3.1819 -3.4587 -2.5150
H: 4.9501 -2.3014 0.0259
H: 7.0148 -0.9935 0.2563
H: 7.0895 1.3565 -0.4972
H: 5.0973 2.4083 -1.5036
H: 3.0195 1.1162 -1.7687
H: 3.0654 -1.4762 1.6443
H: 2.6576 -3.0052 3.5300
H: 1.4627 -5.1344 3.1624
H: 0.6370 -5.7364 0.9140
H: 1.0239 -4.2218 -0.9888
H: 3.4278 -3.4158 -4.9676
H: 2.8700 -2.1997 -7.0545
H: 1.4646 -0.1268 -6.9239
H: 0.6694 0.6208 -4.7103

Calculated values
- strongest force on any atom (hartree/bohr) = 0.0053
- relative energy (zero: lowest compared OMol25 entry of this formula, charge and spin) (kJ/mol) = 2.1
- M (g/mol) = 668.932
- HOMO-LUMO gap (eV) = 5.0
- charge = +3

=====

A 3-piece molecular cluster, C24H31NO7 overall at a distorted geometry, computed with ωB97M-V with the def2-TZVPD basis set.

CARTESIAN COORDINATES (ANGSTROEM)
C: -5.6103 4.6482 5.6707
C: -5.8664 4.8610 4.5163
C: -5.8103 4.9497 3.0363
C: -5.9143 3.5465 2.3674
C: -4.9005 3.3370 1.1861
C: -3.6579 2.5673 1.5552
C: -3.2562 1.4651 0.9283
C: -3.9685 0.7682 -0.2096
C: -1.9618 0.8207 1.3782
O: -1.7734 -0.3620 1.3046
C: -0.8905 1.7652 1.9043
C: 0.5248 1.3192 1.6444
C: 0.8765 1.1659 0.1340
O: 1.7439 2.2149 -0.2866
C: -1.2675 2.8748 2.5336
C: -0.2639 3.8936 3.0472
C: -0.7064 4.6460 4.2996
N: -1.5026 5.6229 4.2093
C: -2.7714 3.0419 2.7008
O: -3.2825 3.4839 3.6925
H: -5.2415 4.4977 6.6567
H: -6.6293 5.6054 2.7178
H: -4.8540 5.3848 2.7300
H: -5.6588 2.8129 3.1387
H: -6.9408 3.3375 2.0493
H: -4.6063 4.3496 0.8645
H: -5.4647 2.9005 0.3628
H: -4.4162 -0.1542 0.1813
H: -3.2388 0.4383 -0.9620
H: -4.6953 1.3863 -0.7332
H: 0.6494 0.3211 2.0909
H: 1.2960 1.9474 2.0921
H: -0.0199 1.0961 -0.4946
H: 1.4850 0.2622 0.0421
H: 1.2856 3.0579 -0.2072
H: -0.0791 4.6569 2.2776
H: 0.7115 3.4554 3.2746
H: -0.3664 4.3277 5.2948
H: -1.6702 5.9627 5.1576
O: 1.4951 -3.8436 -4.3185
C: 2.1089 -3.2576 -3.4753
O: 2.6998 -2.0497 -3.6929
C: 3.4479 -1.6586 -2.5307
C: 2.8359 -2.4403 -1.3818
C: 2.3904 -3.7280 -2.0668
H: 4.4989 -1.9129 -2.6925
H: 3.3652 -0.5819 -2.3914
H: 3.5262 -2.5980 -0.5539
H: 1.9630 -1.9095 -0.9943
H: 3.1857 -4.4729 -2.0971
H: 1.4977 -4.1437 -1.6073
O: 3.6747 -6.2795 -2.6060
C: 4.5098 -6.5394 -3.4238
O: 5.0322 -7.7767 -3.5872
C: 6.0827 -7.7378 -4.5686
C: 5.8039 -6.4983 -5.4018
C: 5.1647 -5.5653 -4.3811
H: 7.0416 -7.6824 -4.0479
H: 6.0572 -8.6496 -5.1613
H: 6.6939 -6.0906 -5.8783
H: 5.0817 -6.7334 -6.1854
H: 5.9098 -4.9822 -3.8363
H: 4.4248 -4.9090 -4.8342

Calculated values
- strongest force on any atom (hartree/bohr) = 0.0281
- relative energy (zero: lowest compared OMol25 entry of this formula, charge and spin) (kJ/mol) = 594.4
- M (g/mol) = 445.512
- HOMO-LUMO gap (eV) = 8.9
- charge = 0